1.
120
Properties=species:S:1:pos:R:3:forces:R:3 method="wB97M-V/def2-TZVPD" e_lumo_ev=-0.587 e_tot_ev=-83199.2309 gap_ha=0.3684 e_above_lowest_ev=6.584
H -0.908740 5.900721 1.911056 0.0 0.2 0.4
H -2.203061 5.597137 2.631006 0.0 0.0 -0.2
O -1.864808 5.895763 1.774975 0.1 -0.3 0.0
H 3.766342 -1.921387 -3.176207 -0.1 0.2 -0.5
H 4.393193 -2.207835 -1.865383 0.4 0.2 0.0
O 4.106504 -1.457733 -2.408832 0.3 -0.5 0.3
H -2.309042 1.557363 1.947214 0.4 0.0 0.0
H -1.171878 0.955687 1.031117 -0.5 0.5 0.1
O -1.839295 0.757564 1.698877 0.0 -0.7 0.5
H 2.524077 -3.558960 -3.714781 -0.3 -0.2 -0.7
H 1.782524 -4.152001 -2.646140 0.1 -0.1 0.3
O 2.033171 -4.372538 -3.551079 0.8 0.3 0.2
H -5.993806 -1.158498 -0.817261 -0.3 0.2 -0.2
H -4.902464 -1.136574 -1.819122 -0.1 -0.2 -0.4
O -5.803776 -0.790647 -1.694370 0.5 -0.2 0.5
H -3.736885 1.601177 -0.320337 0.3 -0.1 -0.1
O -4.618730 1.252380 -0.160542 -0.2 0.1 -0.3
H -3.125908 -3.547002 2.005478 -0.2 -0.3 -0.2
O -3.473656 -4.369003 1.608398 -0.1 -0.1 -0.5
H 3.364898 3.941120 0.506991 0.2 0.5 -0.5
H 3.558457 2.463412 0.543538 0.0 0.0 0.1
O 2.962073 3.159981 0.875743 -0.4 -0.8 0.2
H 1.359398 -3.184499 -0.974591 -0.4 0.5 0.3
H 2.646138 -2.377431 -1.167090 -0.2 0.8 -0.2
O 2.312297 -3.264341 -1.081389 0.4 -0.7 0.6
H 5.624919 3.109152 0.492809 -0.3 0.2 0.4
H 4.824573 4.091854 1.431534 0.2 -0.4 0.5
O 5.444301 4.042510 0.709054 0.8 0.7 -0.6
H -3.074295 3.948991 -2.227005 -0.1 0.2 0.0
H -1.571604 3.588085 -2.535372 -0.7 0.1 0.0
O -2.331240 3.421410 -1.936856 0.5 -0.2 -0.3
H 4.721265 2.193731 -3.103875 -0.5 -0.2 -0.1
O 4.269988 2.977200 -2.779472 0.3 0.6 0.3
H -0.713999 -3.592494 -0.717595 -0.6 0.3 0.2
H -1.105844 -2.100193 -0.497960 0.0 -0.5 0.4
O -0.480168 -2.687154 -0.953195 0.4 0.1 -0.2
H -0.496653 4.382546 0.467418 0.1 1.2 0.0
H 0.844007 5.358294 0.293575 -0.7 0.9 0.0
O 0.400525 4.533637 0.121802 0.1 -1.3 -0.9
H 1.476740 1.772473 0.640171 -0.2 -1.1 0.0
H 0.839467 2.965066 0.641539 -1.4 -0.8 -0.2
O 0.531161 2.001682 0.652784 2.3 1.4 0.5
H 1.448031 4.753822 3.246415 0.1 -0.1 0.5
H 0.966937 4.816509 1.830458 0.2 0.1 0.8
O 1.103658 5.384786 2.614328 -0.1 -0.2 -0.7
H -6.162077 1.350370 2.041876 0.1 0.0 0.0
H -4.690004 1.690752 2.118516 -0.2 -0.1 -0.2
O -5.485109 1.640677 2.663398 0.2 0.0 0.2
H 5.208539 0.771215 1.123434 -0.2 -1.3 0.2
H 5.232977 0.966799 -0.479400 -0.2 -0.7 0.4
O 5.390696 1.330127 0.391214 0.4 2.7 -0.7
H 0.126247 1.707501 -5.304054 0.6 0.1 -1.0
O 0.856244 1.156751 -4.981865 -0.9 0.9 0.4
H 1.764964 -2.725013 3.077959 0.2 -0.1 0.9
H 1.670456 -3.106313 1.642399 -0.3 0.2 -0.2
O 1.228632 -2.560623 2.312870 0.1 0.0 -0.9
H 4.149637 -4.850126 1.951585 -0.1 -0.2 -0.3
O 4.292813 -4.755550 1.001847 -0.1 0.2 0.1
H -1.445895 -1.286175 -2.280960 -0.3 0.6 0.2
H -1.810203 -0.260311 -3.443021 -0.1 0.9 0.3
O -1.668012 -1.162073 -3.205813 0.2 -1.5 -0.5
H 2.380844 -0.269072 0.446374 -0.1 -0.1 0.2
H 3.547924 -0.659309 -0.434381 0.0 0.3 -0.1
O 2.803146 -0.041886 -0.385199 0.0 -0.1 0.1
H -2.925994 -3.285246 -1.572162 -0.4 -0.8 0.3
H -3.932148 -2.916888 -0.349508 0.5 -1.2 -0.1
O -3.418826 -2.609237 -1.100566 -0.5 1.6 -0.6
H 0.297139 -5.225354 -1.137155 -0.1 -0.5 -0.1
H 1.445571 -6.206875 -0.957588 0.0 -0.1 -0.1
O 0.916510 -5.562209 -0.477998 -0.1 0.1 0.1
H -1.789210 -2.906873 3.926510 -0.2 0.3 0.4
H -1.847648 -4.345817 3.547214 0.1 -0.5 -0.1
O -2.382651 -3.674808 3.969445 0.4 0.3 0.2
H 0.282604 3.362017 -2.298183 0.9 -0.1 0.7
H 0.723847 2.987574 -3.786276 0.3 -0.3 0.2
O 0.019197 3.287819 -3.205504 -0.9 0.4 -0.7
H 3.111663 -0.307768 3.781018 -0.1 -0.3 0.6
H 2.162328 -0.139822 2.584774 -0.9 -0.6 0.0
O 2.930356 0.214677 3.009790 0.8 0.9 -0.7
H -1.991878 -0.657552 4.864135 -0.5 0.1 0.7
H -0.942024 -0.391986 3.903740 0.2 -0.4 0.1
O -1.167637 -1.047362 4.590717 0.7 0.1 -0.9
H 3.310237 2.345497 3.706274 -0.3 -0.4 -0.1
H 4.587408 2.839172 4.279371 0.3 0.2 0.2
O 3.722230 2.531877 4.554614 0.0 0.2 -0.1
H -3.109932 -5.869723 -1.253638 -0.3 -0.2 0.4
H -3.227741 -5.613131 -2.770530 0.1 -0.1 0.2
O -2.708667 -5.406896 -1.983359 0.3 0.5 -0.4
H -1.669513 1.902218 -1.304419 0.1 0.0 0.2
O -1.223930 1.130064 -0.926346 0.7 -0.4 -0.3
H -1.703817 2.349786 -5.526280 -0.3 0.4 0.4
H -2.085712 1.900399 -4.032941 0.1 0.7 -0.4
O -1.979034 1.628914 -4.955611 -0.2 -0.8 0.1
H 0.273053 0.827859 -4.284318 0.7 -1.1 0.5
H -4.908260 0.846257 -1.001638 0.0 -0.1 0.4
H 3.442130 -4.929984 0.568061 0.2 0.2 0.1
H -3.835838 -4.858411 2.347966 -0.1 0.0 0.1
H 3.319484 2.845685 -2.715953 0.2 -0.5 -0.2
H -0.379625 1.435688 -0.462804 -1.1 0.0 -1.0
O -2.761358 -1.842976 1.311271 0.8 -0.3 0.9
H -2.114341 -1.175419 1.551691 0.0 0.5 0.5
H -3.238234 -1.421131 0.614958 -0.5 0.6 -0.8
O 0.996876 -1.669708 -3.849945 0.7 -0.4 -0.5
H 1.711621 -1.199463 -3.419482 -0.3 0.4 0.3
H 0.169170 -1.528874 -3.375949 -0.2 0.1 0.0
O -2.982225 0.921522 4.297003 -1.0 0.3 0.1
H -3.654602 0.249578 4.127212 0.1 -0.5 -0.4
H -3.606676 1.639561 4.447562 0.1 0.5 0.2
O -5.079392 4.211245 -0.233262 0.1 0.3 0.1
H -5.228647 4.382122 -1.160043 -0.2 0.3 -0.4
H -5.365354 3.302591 -0.149217 0.0 -0.7 0.3
O 0.012016 -5.969568 -3.895002 0.1 -0.4 0.8
H -0.309795 -5.226203 -4.395947 -0.2 0.4 -0.4
H 0.768023 -5.558770 -3.438482 -0.3 -0.5 -0.8
O 5.685496 -1.182436 0.600523 -0.1 -0.6 0.0
H 5.250077 -1.690913 1.292912 0.1 -0.3 0.0
H 6.460630 -1.694980 0.337142 -0.1 0.0 0.1
O -0.895964 3.174720 4.330001 0.8 0.4 -0.9
H -0.348318 3.429846 5.076795 -0.4 -0.1 0.2
H -1.753236 2.886227 4.614810 -0.3 -0.3 0.6

---

2.
50
Properties=species:S:1:pos:R:3:forces:R:3 method="wB97M-V/def2-TZVPD" e_lumo_ev=0.531 smiles="CNC(=O)[C@@H](Cc1c[nH]cn1)NC(=O)[C@@H](Cc1ccc(O)cc1)NC(C)=O" e_tot_ev=-34678.7288 gap_ha=0.3370 e_above_lowest_ev=3.631
C -1.855206 0.253505 -4.332877 -1.6 -2.4 2.7
N -0.870457 0.397918 -3.260174 2.6 -1.9 -3.6
C -1.095345 0.878408 -2.064209 -1.1 -0.5 3.3
O -2.211300 1.177578 -1.604900 1.2 0.2 -0.9
C 0.127901 0.875516 -1.084640 1.2 -0.1 -0.2
C 0.195928 2.159919 -0.263226 1.5 -1.5 -0.5
C 0.281156 3.314177 -1.160370 -1.9 0.9 -0.3
C -0.737408 4.230661 -1.222053 4.3 0.5 -0.2
N -0.123938 5.347939 -1.806306 -1.6 -2.2 -0.5
C 1.017126 4.894540 -2.312082 3.6 2.4 -1.9
N 1.349933 3.712519 -1.951816 -0.4 -1.9 1.3
N 0.203125 -0.211172 -0.120850 -2.4 2.9 0.7
C 0.668271 -1.385520 -0.338742 3.1 -3.1 -2.9
O 1.053370 -1.786305 -1.494861 -1.4 0.7 2.8
C 1.035880 -2.147057 0.940531 1.0 -2.5 1.6
C -0.161691 -2.717155 1.805994 0.4 0.8 0.0
C -0.916274 -1.513423 2.321793 0.3 0.0 1.9
C -2.132972 -1.253903 1.724942 0.6 0.9 -0.8
C -2.791075 -0.017927 1.928800 -0.5 -0.5 -0.1
C -2.234115 0.927061 2.782544 1.5 0.7 0.7
O -2.668399 2.223325 2.841500 -0.5 1.6 0.9
C -1.050218 0.644024 3.492875 1.0 -1.7 -0.1
C -0.382301 -0.586140 3.322927 -1.4 0.0 -1.3
N 1.834839 -3.376182 0.605810 -2.2 0.5 -1.6
C 3.014685 -3.715517 1.126543 2.8 2.5 0.3
C 3.864966 -4.870548 0.495977 -2.2 1.5 1.2
O 3.543116 -2.915479 1.932632 -0.6 -1.7 -0.4
H -2.102507 1.127565 -4.833866 -0.4 1.8 -0.6
H -2.755259 -0.164092 -3.778078 0.5 0.7 -1.1
H -1.598869 -0.501999 -5.070082 0.6 0.0 0.2
H -0.021233 -0.214039 -3.466918 -1.2 1.7 1.2
H 1.099011 0.830525 -1.573537 -0.2 -0.1 -0.9
H 1.133711 2.148234 0.342947 -0.6 -0.2 -0.4
H -0.624890 2.087483 0.421180 -0.8 0.9 0.3
H -1.627386 4.153749 -0.748450 -2.6 0.4 1.3
H -0.417346 6.263465 -1.698223 -0.7 1.8 -0.4
H 1.778277 5.468480 -2.951928 -1.7 -0.4 1.1
H -0.126796 0.052338 0.808091 0.2 -0.4 -0.3
H 1.670566 -1.481566 1.600968 -0.7 -0.8 -0.8
H -0.779102 -3.450585 1.267660 -0.2 0.8 -0.6
H 0.172940 -3.406824 2.581441 0.8 0.6 0.3
H -2.332480 -1.925836 0.847702 -0.6 0.8 1.1
H -3.723923 0.146733 1.387313 0.4 0.4 0.2
H -2.247042 2.853704 3.535594 -0.7 -2.4 -1.7
H -0.535000 1.363550 4.147406 -0.7 -0.1 -0.3
H 0.536230 -0.726921 3.911754 -0.4 -0.3 -0.6
H 1.415230 -3.794871 -0.231929 0.9 -0.2 0.5
H 4.624705 -5.131713 1.166439 1.2 0.0 1.0
H 3.227563 -5.710119 0.452912 -0.6 -1.2 -0.8
H 4.273979 -4.528035 -0.424141 0.1 0.1 -0.9